This record from OMol25 describes C24H33LuN3O5Si as an isolated structure at a distorted geometry. The level of theory is ωB97M-V/def2-TZVPD.

## Properties
- HOMO level: -9.81 eV
- Energy above the lowest of the compared OMol25 structures with the same formula, charge and spin: 3.9 kcal per mole
- Multiplicity: 1
- Frontier orbital gap: 0.2654 Ha
- Net charge: +1
- E_LUMO: -0.0949 hartree

Cartesian coordinates (Å):
Lu (0.141694, -0.391574, -1.022724)
Si (1.936457, -3.083448, -0.177248)
O (-0.862194, 2.611330, -3.963515)
O (3.037581, 3.894727, 4.006263)
O (-1.299024, -0.243216, -2.599701)
O (0.757915, 0.397962, -2.972286)
O (-1.700113, -0.577751, 0.241622)
N (2.641399, 2.259428, 1.711773)
N (1.073933, 1.018819, 0.288121)
N (0.250615, -2.426657, -0.279056)
C (-2.630002, -2.040377, 2.000722)
C (1.756075, 1.695976, 0.947127)
C (-0.717122, -2.764696, 0.604596)
C (-2.572659, -3.233065, 2.729348)
C (-2.696605, 0.385621, 0.436780)
C (-0.734117, -3.985385, 1.323607)
C (-1.791792, -1.807571, 0.928429)
C (2.877548, -1.707459, -1.156424)
C (-2.557444, 1.236571, 1.521090)
C (2.930665, 3.701336, 1.574765)
C (-0.961256, 1.238766, -4.489307)
C (2.388984, -3.118413, 1.648297)
C (-4.737152, 2.302646, 0.957008)
C (-3.772218, 0.502417, -0.429585)
C (2.431930, 4.433535, 2.847646)
C (-1.637411, -4.213456, 2.350459)
C (3.211793, 1.612828, 2.884185)
C (-0.464526, 0.400332, -3.305053)
C (0.038913, 1.114890, -5.622577)
C (-2.342790, 0.912251, -4.873061)
C (-4.787520, 1.464948, -0.178586)
C (-3.574280, 2.187933, 1.741374)
C (2.196535, -4.718661, -1.116245)
C (2.756567, 2.485702, 4.109862)
H (-3.023834, 1.219272, -4.078458)
H (2.778131, 0.594552, 3.040251)
H (-0.098687, 0.217235, -6.140347)
H (2.550825, -0.652409, -1.088898)
H (2.285800, -4.501688, -2.199116)
H (-1.646936, -5.201573, 2.809042)
H (2.498220, 4.176472, 0.662202)
H (-0.112322, 1.924340, -6.367864)
H (-3.851051, -0.149822, -1.340175)
H (1.407747, -5.438174, -0.910775)
H (-3.327094, -3.489820, 3.449040)
H (-3.449533, 2.871783, 2.543684)
H (0.015263, -4.746993, 1.124954)
H (3.328152, 2.116119, 4.939950)
H (1.669507, 2.423607, 4.383629)
H (3.234971, -2.477270, 1.880543)
H (1.039332, 1.186045, -5.206854)
H (4.024489, 3.785366, 1.521517)
H (3.143101, -5.120193, -0.798472)
H (-5.513681, 2.996945, 1.232015)
H (2.749010, 5.506908, 2.806395)
H (4.308562, 1.561244, 2.844966)
H (-1.672541, 1.262161, 2.200454)
H (1.511760, -2.823683, 2.253193)
H (-2.419237, -0.109623, -5.160457)
H (1.345641, 4.442786, 2.942197)
H (-5.539828, 1.534188, -0.952580)
H (3.903118, -1.758006, -0.679440)
H (-2.614359, 1.388125, -5.833889)
H (-1.441361, 3.193638, -4.559189)
H (2.712014, -4.126305, 1.925870)
H (-3.424466, -1.313939, 2.267489)
H (3.038908, -2.037576, -2.178583)

Forces on atoms 1 to 2 (eV/Å):
Lu -0.332 -2.129 -0.240
Si -1.741 0.768 -0.760

Here are the Löwdin charges for atoms 1 to 8, given in e:
1 Lu 1.6964
2 Si 0.4802
3 O -0.0308
4 O -0.1264
5 O -0.0941
6 O -0.0948
7 O -0.1864
8 N -0.0798

***

This record from OMol25 describes C24H33MoN2 as an isolated structure at a distorted geometry. The level of theory is ωB97M-V/def2-TZVPD.

## Properties
- HOMO level (spin up / spin down): -10.91 / -11.07 eV
- Multiplicity: 3
- ⟨S²⟩: 2.031
- Frontier orbital gap (spin up / spin down): 0.3095 / 0.2789 Ha
- Net charge: +1
- E_LUMO (spin up / spin down): -0.0915 / -0.1279 hartree

Cartesian coordinates (Å):
Mo (-0.384426, -0.253981, 0.120892)
N (0.106102, -2.484756, -0.174743)
N (-0.782548, -3.532657, -0.210614)
C (1.660356, 0.631366, -0.594776)
C (0.414534, -1.031238, 2.332239)
C (2.025757, 1.946750, -0.327574)
C (1.334815, -3.069939, -0.132190)
C (-2.413263, 0.708244, 0.272707)
C (2.509509, -0.180313, -1.324846)
C (-1.525753, 0.134302, -1.801065)
C (-1.011086, -0.980144, 2.122969)
C (-1.047993, 1.441442, -1.451071)
C (2.679682, 0.030829, 2.423485)
C (-2.421188, -0.302462, -0.756232)
C (-0.351536, 2.360139, -2.395453)
C (4.090976, 1.639932, -1.558334)
C (1.208092, -4.458887, -0.160518)
C (-0.153842, -4.716906, -0.195217)
C (-3.403896, 0.810754, 1.385746)
C (1.195114, 0.113003, 2.513295)
C (-1.549109, 1.775877, -0.155381)
C (-1.249304, -0.569718, -3.085169)
C (-1.465252, 3.113767, 0.502419)
C (3.213413, 2.472272, -0.857867)
C (3.762981, 0.296813, -1.746141)
C (-3.353079, -1.465048, -0.818738)
C (0.580226, 1.390960, 2.969025)
H (-1.530857, -1.921302, 1.924042)
H (-0.696596, -5.645698, -0.190591)
H (-4.292678, 1.376168, 1.067366)
H (-1.967091, -0.288760, -3.868107)
H (-0.514358, 1.394879, 2.888347)
H (-0.246819, -0.323255, -3.455087)
H (3.095306, 0.906849, 1.909258)
H (-1.307697, -1.654930, -2.954079)
H (-2.198320, 3.815520, 0.075914)
H (-1.585817, -0.291486, 2.740865)
H (-2.985358, 1.337895, 2.249734)
H (1.384532, 2.589105, 0.274644)
H (3.438213, 3.529381, -0.719122)
H (0.826889, 1.625967, 4.020568)
H (2.002278, -5.176857, -0.123215)
H (0.118749, 3.204360, -1.881371)
H (0.936344, 2.247755, 2.376171)
H (-4.264842, -1.213017, -1.378628)
H (-1.788190, -3.391535, -0.152632)
H (2.186796, -1.187718, -1.587534)
H (0.889606, -2.008874, 2.428825)
H (-3.742680, -0.177382, 1.708302)
H (-0.478470, 3.573971, 0.379400)
H (-2.890334, -2.314546, -1.334460)
H (3.157489, -0.019471, 3.413809)
H (5.028949, 2.039184, -1.950322)
H (-3.661984, -1.779960, 0.186087)
H (-1.054219, 2.784567, -3.129135)
H (2.251580, -2.501388, -0.058797)
H (-1.671708, 3.051014, 1.576801)
H (0.429703, 1.840036, -2.962403)
H (4.465486, -0.387456, -2.229016)
H (2.996817, -0.853421, 1.857521)

Forces on atoms 1 to 2 (eV/Å):
Mo 2.577 0.067 1.273
N 0.574 -0.564 -0.024

Here are the Löwdin charges for atoms 1 to 8, given in e:
1 Mo 1.5213
2 N -0.0659
3 N 0.0167
4 C -0.2190
5 C -0.2226
6 C -0.1709
7 C -0.1219
8 C -0.3264

***

This record from OMol25 describes C24H33N3O3S as an isolated structure at a distorted geometry. The level of theory is ωB97M-V/def2-TZVPD.

## Properties
- HOMO level: -8.77 eV
- Energy above the lowest of the compared OMol25 structures with the same formula, charge and spin: 511.4 kcal per mole
- Multiplicity: 1
- Frontier orbital gap: 0.2856 Ha
- E_LUMO: -0.0368 hartree

Cartesian coordinates (Å):
S (4.958082, 1.121616, -0.122255)
O (-1.258575, -2.157250, -0.368099)
O (6.308339, 0.851409, 0.254791)
O (5.062696, 2.086140, -1.222778)
N (3.589432, -0.937246, 1.444992)
N (-2.400109, -0.398419, -0.394859)
N (4.187064, 1.928565, 0.979877)
C (1.665787, 2.281124, 0.705684)
C (3.746959, -1.883792, -2.767907)
C (3.197019, -1.931691, 2.164575)
C (-4.347098, -0.355810, -1.954984)
C (0.276297, 0.758516, -0.974424)
C (1.559550, 1.525977, -0.708951)
C (-0.199560, 0.726549, 1.581293)
C (-4.673404, -0.668793, 0.479901)
C (3.807701, -1.389044, 0.185349)
C (4.322757, -0.531018, -2.183624)
C (-1.264864, -0.840530, -0.128236)
C (-3.822718, -0.721139, -0.609766)
C (3.197177, -2.773644, -1.919854)
C (2.683444, -3.452858, 0.196590)
C (-5.138356, 0.902275, 0.665515)
C (4.225304, -0.373875, -0.983197)
C (-4.068151, -0.896316, 2.069700)
C (-5.761446, 1.259768, -0.569790)
C (-0.102261, -0.129647, 0.206763)
C (-4.706279, 1.115425, -1.984485)
C (3.239856, -2.311691, -0.490096)
C (2.673878, -3.176769, 1.977704)
C (1.229549, 1.266716, 1.611968)
C (3.134525, 2.575303, 0.826420)
H (3.954069, -1.972200, -3.826155)
H (-5.782696, 2.435769, -0.439869)
H (-0.330692, 0.039990, 2.279378)
H (-3.554687, -1.958255, -0.593517)
H (2.996120, 3.472544, 1.762793)
H (-5.763428, 1.172089, 1.495325)
H (-3.615726, -0.376986, -2.622406)
H (1.244591, 1.979972, 2.410990)
H (-4.157115, 1.610937, 0.764453)
H (4.795773, 0.085214, -2.794077)
H (-5.138032, -1.032771, -2.080475)
H (-3.766415, 1.814389, -1.721324)
H (-0.471603, 1.604136, -0.938799)
H (-5.754621, -1.111147, 0.556663)
H (2.175245, -3.937580, 2.457970)
H (0.913748, -0.881945, 0.221553)
H (-5.213703, 1.356393, -2.769898)
H (-3.188587, -0.328401, 2.197529)
H (-3.665295, -1.950670, 1.967118)
H (1.889806, 2.438393, -1.623075)
H (2.716248, -3.561117, -2.398568)
H (-0.919671, 1.452283, 1.582339)
H (2.100158, 0.498974, 1.778400)
H (-4.697683, -0.666106, 2.744632)
H (1.052960, 3.151655, 0.560674)
H (2.401187, 0.867911, -0.929157)
H (-6.526684, 0.749865, -0.995388)
H (2.180056, -4.513177, 0.006334)
H (3.088328, -1.655689, 3.441398)
H (4.159761, 0.937502, 1.781783)
H (0.426191, 0.486002, -2.098645)
H (3.475073, 3.439359, -0.137152)
H (-2.345263, 0.882799, -0.008640)

Forces on atoms 1 to 2 (eV/Å):
S 3.842 2.694 -7.331
O 1.541 3.119 1.233

Here are the Löwdin charges for atoms 1 to 8, given in e:
1 S 0.6163
2 O -0.0771
3 O -0.2661
4 O -0.3413
5 N 0.0566
6 N 0.1288
7 N -0.1921
8 C -0.3533

***

This record from OMol25 describes one molecule with the formula C24H33N3O5. The level of theory is ωB97M-V/def2-TZVPD.

## Properties
- HOMO level: -8.09 eV
- Energy above the lowest of the compared OMol25 structures with the same formula, charge and spin: 5.5 kcal per mole
- Multiplicity: 1
- Frontier orbital gap: 0.3157 Ha
- E_LUMO: 0.0186 hartree
- SMILES: CC(C)C[C@H](NC(=O)[C@H]1CC(=O)N(c2ccc3c(c2)OCCO3)C1)C(=O)NC1CCCC1

Cartesian coordinates (Å):
O (-0.859810, -1.780847, -0.727294)
O (-2.657959, 4.888349, 0.408600)
O (3.565907, -2.546135, -1.367101)
O (-1.528226, 4.376433, 2.981234)
O (0.772485, 0.213814, 2.810880)
N (-1.294047, -0.281626, 1.942152)
N (0.561271, -3.418812, -0.068894)
N (1.773560, -1.167842, -1.491051)
C (2.496329, 0.085758, -1.541220)
C (-1.775335, 3.372648, 2.082505)
C (-2.174791, 5.587765, 2.661974)
C (-1.020138, -2.566890, 1.543792)
C (-2.024153, 5.890074, 1.171825)
C (0.028480, -2.095176, 2.553432)
C (2.363481, -2.361029, -1.386358)
C (-2.630187, 2.551787, -0.010416)
C (1.880521, -2.813845, -4.433870)
C (-2.356523, 3.618613, 0.835033)
C (-0.080027, -0.572940, 2.475135)
C (-1.695247, 1.018726, 1.581722)
C (1.492927, 1.984919, -0.322196)
C (1.248393, -4.061403, -3.820805)
C (-1.441550, 2.075296, 2.444920)
C (-2.307516, 1.261345, 0.354540)
C (2.471205, 0.808874, -0.176946)
C (-0.438452, -2.545022, 0.124445)
C (0.501716, -3.759446, -2.511788)
C (1.784951, 1.043927, -2.500316)
C (2.300349, -5.155634, -3.653520)
C (0.731294, 1.707636, -1.617320)
C (-2.079406, -1.468029, 1.659314)
C (1.383366, -3.549924, -1.273062)
H (1.148719, -2.013925, -4.522437)
H (2.492784, 1.790301, -2.862163)
H (-2.494591, 0.453882, -0.334243)
H (2.141607, 0.126447, 0.605065)
H (3.140036, -4.790607, -3.067690)
H (2.711549, -2.462709, -3.830281)
H (3.467080, 1.155120, 0.092880)
H (3.514752, -0.157250, -1.854042)
H (-2.503951, 6.833234, 0.906778)
H (0.763253, -1.109064, -1.449797)
H (-2.646272, -1.359439, 0.735823)
H (-1.416360, -3.560026, 1.765338)
H (-1.706638, 6.359965, 3.274068)
H (2.044470, 2.921527, -0.414677)
H (-0.091734, 1.017456, -1.427701)
H (1.049422, -2.409241, 2.341451)
H (-0.158683, -4.602640, -2.286664)
H (1.362562, 0.521249, -3.357507)
H (-3.084503, 2.761370, -0.965244)
H (0.848206, -3.977655, 0.718958)
H (2.001744, -4.438295, -1.121505)
H (-3.243568, 5.518608, 2.908783)
H (-0.955637, 5.933625, 0.919635)
H (0.486218, -4.425084, -4.521654)
H (2.259452, -3.041288, -5.427961)
H (-2.772160, -1.664703, 2.486986)
H (-0.128554, -2.882695, -2.660157)
H (0.319001, 2.612792, -2.060641)
H (1.877484, -6.031260, -3.164804)
H (-0.966954, 1.913493, 3.397713)
H (0.831340, 2.064556, 0.538398)
H (2.677455, -5.459237, -4.627351)
H (-0.226401, -2.412664, 3.567048)

Forces on atoms 1 to 2 (eV/Å):
O -0.185 0.288 -0.252
O -0.169 -0.365 -0.087

Here are the Löwdin charges for atoms 1 to 8, given in e:
1 O 0.0490
2 O -0.0273
3 O 0.0608
4 O -0.0189
5 O 0.0836
6 N 0.0233
7 N 0.1336
8 N 0.1260